This record from the Open Molecules 2025 dataset describes a cluster of 2 separate species, C8H19BrN in total at a distorted geometry. The level of theory is ωB97M-V/def2-TZVPD.

```
! wB97M-V def2-TZVPD RIJCOSX def2/J DEFGRID3
* xyz 1 1
C 0.1683 -2.3548 -0.1272
C 2.3910 -0.0810 -0.9962
C 2.0028 0.3377 1.4109
C -1.4337 1.9232 -0.9830
C -1.4500 1.1697 1.4131
C -0.3925 -1.1102 0.6355
C 1.4861 0.5645 0.0094
C -0.9180 1.1988 0.2097
N 0.0163 0.0995 -0.1057
Br -3.9981 -0.5524 -0.8993
H 0.0678 -3.1741 0.4474
H -0.3908 -2.6017 -1.0710
H 1.1848 -2.4182 -0.3035
H 3.3703 0.4924 -1.1347
H 2.5070 -1.0687 -0.7924
H 1.9076 -0.0536 -2.1005
H 2.5519 1.1457 1.6499
H 2.6733 -0.5557 1.2550
H 1.3024 0.1621 2.2301
H -0.6569 2.6016 -1.4247
H -1.9913 1.3549 -1.7763
H -2.1190 2.7258 -0.7362
H -4.9677 -1.4036 -1.4778
H -1.1626 0.5008 2.2343
H -2.0385 2.0120 1.6316
H 0.0597 -1.2192 1.5896
H -1.5045 -1.3254 0.7186
H 1.2471 1.6560 -0.3714
H 0.0873 -0.0262 -1.1350
*
```

Output
HOMO level   -0.5138 hartree
Energy relative to the best compared isomer or geometry (same formula, charge and spin)   12.9 kcal per mole
Kohn-Sham gap   11.43 eV


This record from the Open Molecules 2025 dataset describes a cluster of 2 separate species, C8H19Cl2N2 in total at a distorted geometry. The level of theory is ωB97M-V/def2-TZVPD.

```
! wB97M-V def2-TZVPD RIJCOSX def2/J DEFGRID3
* xyz 1 1
C 2.2569 0.5753 -1.1934
C 0.0477 -0.3604 -2.3812
C 0.1262 1.7269 -1.0015
C 1.4745 -0.0474 1.4023
C -2.9276 1.1087 1.6293
C 0.7053 0.3443 -1.0817
C 0.6012 -0.4553 0.2092
C -1.6376 -0.9855 1.3029
N -2.0359 0.0678 2.1151
N 0.8544 -1.9714 -0.1214
Cl -2.7448 -1.4659 0.0889
Cl -0.9912 -2.2765 2.2818
H 2.4295 0.8658 -2.2269
H 2.9492 -0.1924 -1.0388
H 2.5935 1.4019 -0.5917
H 0.2594 0.0257 -3.3366
H 0.3443 -1.3818 -2.6428
H -1.0092 -0.2562 -2.2396
H 0.7540 2.4814 -0.5291
H -0.2108 2.1321 -1.9748
H -0.8828 1.6181 -0.5005
H 2.4323 -0.6698 1.3940
H 1.0460 -0.1231 2.4325
H 1.8261 0.9639 1.1916
H -3.6668 0.5044 0.9571
H -3.5324 1.5090 2.4710
H -2.4030 1.6327 0.8938
H -1.3341 0.2748 2.8225
H 1.8546 -2.1794 -0.2516
H 0.2379 -2.4604 -0.8880
H 0.5832 -2.4073 0.8073
*
```

Output
HOMO level (alpha / beta)   -0.4307 / -0.4148 hartree
Energy relative to the best compared isomer or geometry (same formula, charge and spin)   85.6 kcal per mole
Kohn-Sham gap (alpha / beta)   8.14 / 7.56 eV


This record from the Open Molecules 2025 dataset describes a cluster of 2 separate species, C8H19ClN in total at a distorted geometry. The level of theory is ωB97M-V/def2-TZVPD.

```
! wB97M-V def2-TZVPD RIJCOSX def2/J DEFGRID3
* xyz 1 1
C -0.0133 1.8025 1.1267
C 0.0695 1.3483 -1.3732
C -2.2235 -1.5285 -1.0033
C -2.2129 -0.9635 1.5294
C 1.2183 -1.3967 -0.3691
C 2.6719 0.5192 -0.1082
C 0.2139 0.8334 0.0176
C -2.2531 -0.5462 0.1059
N 1.3624 -0.0719 0.2621
Cl -3.0987 0.9037 -0.2181
H -1.0252 2.1968 1.0533
H 0.6613 2.6649 1.0777
H 0.1041 1.3388 2.1058
H 0.7126 2.2106 -1.5749
H 0.2705 0.5884 -2.1237
H -0.9555 1.6905 -1.5095
H -1.7438 -1.1191 -1.8897
H -3.2455 -1.7806 -1.2977
H -1.7337 -2.4502 -0.7081
H -3.2083 -1.2874 1.8512
H -1.5344 -1.7996 1.6815
H -1.9316 -0.1349 2.1762
H 1.2469 -1.2985 -1.4515
H 2.0305 -2.0511 -0.0569
H 0.2677 -1.8333 -0.0795
H 2.8084 1.4683 0.4045
H 3.4809 -0.1547 0.1679
H 2.7006 0.6865 -1.1825
H 1.3736 -0.2177 1.2774
*
```

Output
HOMO level (alpha / beta)   -0.4078 / -0.4509 hartree
Energy relative to the best compared isomer or geometry (same formula, charge and spin)   0.0 kcal per mole
Kohn-Sham gap (alpha / beta)   7.24 / 9.20 eV


This record from the Open Molecules 2025 dataset describes an isolated molecule of C8H19ClSi at a distorted geometry. The level of theory is ωB97M-V/def2-TZVPD.

```
! wB97M-V def2-TZVPD RIJCOSX def2/J DEFGRID3
* xyz 0 1
C 1.0599 2.4494 0.4490
C 0.0791 1.2653 0.5490
C -1.2262 1.6561 -0.1120
C 0.7224 -0.0007 -0.0395
C 1.9122 -0.5788 0.7300
C 1.2071 0.3360 -1.4261
Si -0.5013 -1.4848 -0.0657
C -1.7875 -1.5300 -1.4222
C -1.3054 -1.8924 1.6423
Cl 0.6753 -3.1713 -0.5594
H 2.1089 2.1318 0.5942
H 1.0147 2.9487 -0.4886
H 0.8232 3.2399 1.1764
H -0.0669 1.0329 1.6197
H -2.0341 0.8771 -0.0736
H -1.7078 2.4708 0.4565
H -1.0948 1.9967 -1.1375
H 2.7612 0.1299 0.8868
H 1.5865 -0.9548 1.6966
H 2.3222 -1.4403 0.1751
H 2.1030 0.9474 -1.4284
H 0.4463 0.8808 -1.9997
H 1.4420 -0.5512 -2.0140
H -1.4957 -0.8865 -2.2418
H -1.8326 -2.5659 -1.7477
H -2.8201 -1.2583 -1.1621
H -0.5703 -1.7411 2.4371
H -1.6072 -2.9418 1.6147
H -2.2143 -1.3647 1.8909
*
```

Output
HOMO level   -0.3600 hartree
Energy relative to the best compared isomer or geometry (same formula, charge and spin)   0.0 kcal per mole
Kohn-Sham gap   10.57 eV
SMILES   CC(C)C(C)(C)[Si](C)(C)Cl


This record from the Open Molecules 2025 dataset describes a structure of composition C8H19F6N12OPPtSb at a distorted geometry. The level of theory is ωB97M-V/def2-TZVPD.

```
! wB97M-V def2-TZVPD RIJCOSX def2/J DEFGRID3
* xyz 2 2
Pt -0.4609 -0.2319 -0.0948
N 0.2704 -3.5133 0.3766
C -0.9082 -3.2313 -0.1368
N -1.8525 -4.1422 -0.4967
N -2.8471 -3.4587 -0.8912
N -2.5626 -2.0902 -0.8193
N -1.3894 -1.9578 -0.3425
C 1.1502 -2.6279 0.8332
N 2.3173 -2.9466 1.4329
N 2.8327 -1.8292 1.7775
N 2.0244 -0.7796 1.3920
N 0.9858 -1.2656 0.8226
H 0.5277 -4.5073 0.4491
C 1.1207 3.4876 -1.8793
N 1.0044 3.9435 -0.5193
C 0.8360 5.3632 -0.3372
P 0.8191 2.8151 0.8444
O 0.7536 1.4184 0.2805
N -0.3569 3.1899 1.8971
C -0.5322 4.5556 2.4121
C -1.5375 2.3442 2.1066
N 2.2074 3.1956 1.6071
C 3.4526 3.4743 0.8781
C 2.4489 2.5952 2.9304
H 1.9761 4.0024 -2.3321
H 0.2333 3.7932 -2.4443
H 1.2480 2.4155 -1.9272
H 1.3575 5.8938 -1.1327
H 1.1948 5.6774 0.6392
H -0.2344 5.5953 -0.4262
H 0.4269 5.0020 2.6669
H -1.1326 4.4971 3.3179
H -1.0701 5.1897 1.7055
H -1.4275 1.3823 1.6153
H -2.4410 2.8263 1.7346
H -1.6406 2.1673 3.1780
H 3.2638 3.8965 -0.1069
H 4.0505 2.5696 0.7494
H 4.0408 4.1926 1.4477
H 1.5409 2.6033 3.5279
H 3.2088 3.1852 3.4400
H 2.8082 1.5689 2.8408
F -0.8666 1.1692 -1.9597
Sb -2.6346 1.9813 -1.6388
F -2.5209 0.6353 -0.2065
F -3.3316 0.7338 -2.8050
F -4.1650 2.7048 -0.9036
F -2.2643 3.3247 -2.8751
F -1.6280 3.0347 -0.3708
*
```

Output
HOMO level (alpha / beta)   -0.5977 / -0.5962 hartree
Energy relative to the best compared isomer or geometry (same formula, charge and spin)   25.9 kcal per mole
Expectation value of S²   0.754
Kohn-Sham gap (alpha / beta)   5.15 / 5.11 eV


This record from the Open Molecules 2025 dataset describes a structure of composition C8H19FeNS2Se4 at a distorted geometry. The level of theory is ωB97M-V/def2-TZVPD.

```
! wB97M-V def2-TZVPD RIJCOSX def2/J DEFGRID3
* xyz 0 5
Fe -0.3239 -0.7425 0.2056
S -0.4215 0.3382 2.1443
S 0.6568 -1.4872 -1.6261
C -2.0470 0.8689 2.7683
C 0.2697 2.0159 1.8207
C 0.2837 2.3764 0.3410
N 0.8403 1.1736 -0.3814
C 0.9346 1.2963 -1.8792
C 1.5113 -0.0285 -2.3661
H 1.2852 1.9969 2.2526
H -0.3170 2.7468 2.3857
H 0.9300 3.2556 0.1513
H -0.7336 2.5780 -0.0457
H 1.6010 2.1432 -2.1365
H -0.0711 1.5013 -2.2907
H 2.5763 -0.1153 -2.0961
H 1.4549 -0.0966 -3.4563
C -0.6229 -1.6781 -2.9043
H 1.7956 1.0040 -0.0216
H -1.2571 -0.7776 -2.9438
H -1.2429 -2.5277 -2.5977
H -0.1034 -1.8498 -3.8605
H -2.5982 -0.0295 3.0624
H -2.6364 1.4428 2.0441
H -1.8104 1.4978 3.6398
C 1.2493 -2.2607 1.3755
C 1.9291 -1.0776 1.0606
H 1.5655 -3.1952 0.9021
H 0.8865 -2.3846 2.4012
H 2.7570 -1.1778 0.3479
H 2.2382 -0.4889 1.9332
Se -1.1339 -2.7423 0.8774
Se -3.2824 -3.0533 -0.2294
Se -4.0939 -0.8638 -0.1939
Se -2.0692 0.3413 -0.6848
*
```

Output
HOMO level (alpha / beta)   -0.2397 / -0.2472 hartree
Expectation value of S²   6.092
Kohn-Sham gap (alpha / beta)   6.34 / 6.80 eV


This record from the Open Molecules 2025 dataset describes a structure of composition C8H19I2O3P2Rh at a distorted geometry. The level of theory is ωB97M-V/def2-TZVPD.

```
! wB97M-V def2-TZVPD RIJCOSX def2/J DEFGRID3
* xyz 2 5
I 1.2114 2.5278 -2.3006
I -1.3062 2.3930 -2.6978
Rh -0.3569 -0.8279 1.0645
P -0.3949 1.4328 1.5175
C 0.1122 1.3662 3.2691
C 0.5047 2.9711 1.1170
H 0.2707 3.7623 1.8644
H -2.0310 3.0936 2.0815
H 0.2613 3.2782 0.0812
H -2.3262 2.3835 0.4491
H 1.2171 1.3414 3.3166
H 1.5840 2.7986 1.1636
C -2.0723 2.1678 1.4963
H -0.2574 2.2394 3.8274
H -2.7956 1.4956 1.9684
H -0.3269 0.4671 3.7081
P 0.3804 -1.1079 -1.4687
C 0.7812 -2.7880 -0.9269
C -0.8245 -1.4989 -2.8183
H 1.8170 0.1027 -3.1216
H 1.7856 -1.7353 -3.3286
H 2.8069 -0.9912 -2.1079
C 1.8338 -0.8893 -2.6099
H -1.1498 -0.5377 -3.2543
H -0.4089 -2.1321 -3.6348
H 0.8887 -3.4405 -1.8004
H -0.0584 -3.1009 -0.2921
H -1.6308 -2.0775 -2.3389
H 1.7267 -2.7727 -0.3696
C 0.4534 -1.6770 2.4728
O 0.9517 -2.2409 3.3526
O -2.0646 -2.9229 1.0420
C -2.6190 -2.2557 1.9345
O -2.3833 -1.0125 2.1503
H -3.3795 -2.7646 2.5871
*
```

Output
HOMO level (alpha / beta)   -0.5660 / -0.5787 hartree
Energy relative to the best compared isomer or geometry (same formula, charge and spin)   69.5 kcal per mole
Expectation value of S²   6.027
Kohn-Sham gap (alpha / beta)   6.68 / 3.91 eV


This record from the Open Molecules 2025 dataset describes the ion C8H19N2 with charge +1 at a distorted geometry. The level of theory is ωB97M-V/def2-TZVPD.

```
! wB97M-V def2-TZVPD RIJCOSX def2/J DEFGRID3
* xyz 1 1
C 3.2673 -1.3771 0.1770
C 1.8859 -0.9787 -0.4308
C 1.3413 0.2521 0.3844
C 0.0115 0.8128 -0.1435
C 0.1867 1.3500 -1.5181
C -0.5165 1.8357 0.8876
C -1.2576 -0.4106 -0.1391
N -1.2354 -0.9896 1.2092
C -2.6324 -0.3794 -0.7880
N -3.7036 -0.6754 -0.0665
H 4.0181 -1.7368 -0.5466
H 3.4315 -2.0258 1.0880
H 3.8070 -0.4265 0.4299
H 1.9605 -0.7157 -1.4298
H 1.1880 -1.8329 -0.1959
H 2.0897 1.0656 0.3969
H 1.1718 -0.0416 1.3945
H 0.5200 0.6704 -2.2524
H 0.9813 2.1596 -1.4121
H -0.7119 1.9632 -1.8682
H 0.2830 2.4768 1.0147
H -1.4863 2.4602 0.6912
H -0.8225 1.4598 1.9208
H -0.8952 -1.1410 -0.7553
H -1.5554 -0.3847 1.8876
H -0.2667 -1.2608 1.4361
H -2.8568 -0.1065 -1.7428
H -4.6461 -0.7960 -0.4289
H -3.5574 -1.2270 0.8002
*
```

Output
HOMO level   -0.4903 hartree
Energy relative to the best compared isomer or geometry (same formula, charge and spin)   53.5 kcal per mole
Kohn-Sham gap   8.53 eV
SMILES   CCCC(C)(C)[C@@H](N)C=[NH2+]